141
Properties=species:S:1:pos:R:3:lowdin_charge:R:1 method="wB97M-V/def2-TZVPD" gap_ha=0.3359 lumo_ev=2.1 total_charge=-1 e_homo_ev=-7.0
As 0.598 -0.460 0.344 0.776
F -0.967 -0.215 1.006 -0.226
F 0.629 1.199 -0.154 -0.255
F 2.295 -0.614 -0.238 -0.290
F 0.574 -2.205 0.792 -0.283
F -0.022 -0.875 -1.224 -0.253
F 1.290 -0.098 1.888 -0.258
C 6.478 2.009 2.864 -0.092
C 5.458 0.905 2.530 -0.252
C 4.204 1.492 2.007 -0.204
C 3.513 2.414 2.918 -0.188
N 3.059 3.079 3.722 0.170
H 7.465 1.547 3.048 0.079
H 6.233 2.532 3.773 0.063
H 6.506 2.818 2.154 0.070
H 5.287 0.197 3.325 0.106
H 5.844 0.278 1.679 0.120
H 3.468 0.700 1.741 0.099
H 4.347 2.083 1.121 0.078
C 1.100 -6.022 -2.144 -0.095
C 1.346 -4.575 -1.757 -0.265
C 2.684 -4.234 -1.092 -0.202
C 3.803 -4.398 -2.024 -0.240
N 4.493 -4.513 -2.930 0.138
H 0.249 -6.168 -2.817 0.068
H 0.985 -6.636 -1.238 0.078
H 1.948 -6.480 -2.667 0.071
H 0.623 -4.215 -1.055 0.077
H 1.281 -3.905 -2.621 0.103
H 2.892 -4.934 -0.223 0.132
H 2.643 -3.226 -0.656 0.088
C 3.248 2.501 -1.908 -0.162
C 3.569 2.451 -3.423 -0.136
C 4.711 3.500 -3.548 -0.240
O 5.484 3.308 -2.415 -0.134
C 4.595 2.763 -1.360 -0.184
H 2.835 1.556 -1.545 0.100
H 2.529 3.300 -1.805 0.091
H 2.706 2.696 -4.012 0.089
H 3.922 1.509 -3.760 0.099
H 4.252 4.474 -3.674 0.106
H 5.357 3.340 -4.424 0.121
H 4.627 3.485 -0.521 0.119
H 5.133 1.861 -1.067 0.118
C -3.779 -1.615 4.270 -0.153
C -2.729 -1.380 3.166 -0.163
C -3.073 -2.570 2.217 -0.234
O -4.491 -2.545 2.151 -0.176
C -4.976 -2.097 3.456 -0.178
H -3.912 -0.707 4.823 0.097
H -3.381 -2.407 4.959 0.124
H -1.676 -1.428 3.419 0.110
H -2.986 -0.473 2.598 0.081
H -2.624 -3.551 2.615 0.142
H -2.707 -2.410 1.190 0.093
H -5.487 -2.913 3.978 0.106
H -5.817 -1.429 3.323 0.107
C -1.613 3.059 1.588 -0.318
O -2.730 2.877 2.033 -0.012
N -1.120 4.199 0.989 -0.169
C 0.199 4.225 0.453 -0.078
C -1.863 5.485 1.100 -0.013
H -0.983 2.189 1.656 0.101
H 0.552 3.207 0.259 0.060
H 0.890 4.756 1.131 0.094
H 0.244 4.706 -0.537 0.076
H -2.289 5.754 0.142 0.080
H -2.542 5.320 1.956 0.090
H -1.115 6.207 1.429 0.082
C -2.104 -2.639 -6.322 -0.370
O -2.146 -1.779 -7.134 0.034
N -1.649 -2.511 -5.016 -0.175
C -1.312 -3.682 -4.258 -0.083
C -1.047 -1.147 -4.634 0.001
H -2.349 -3.706 -6.543 0.135
H -0.302 -4.006 -4.501 0.082
H -2.062 -4.479 -4.449 0.085
H -1.382 -3.419 -3.183 0.074
H 0.026 -1.236 -4.608 0.080
H -1.346 -0.432 -5.386 0.068
H -1.509 -0.792 -3.691 0.070
C -4.211 -5.312 -2.705 -0.371
O -3.548 -6.284 -3.051 -0.028
N -3.914 -4.486 -1.706 -0.170
C -2.656 -4.698 -0.924 -0.004
C -4.603 -3.273 -1.390 -0.056
H -5.212 -5.183 -3.237 0.149
H -2.943 -4.458 0.121 0.082
H -1.842 -4.009 -1.221 0.073
H -2.270 -5.680 -1.059 0.071
H -4.004 -2.396 -1.648 0.076
H -5.538 -3.203 -1.951 0.091
H -4.964 -3.259 -0.355 0.087
C -2.169 4.633 -3.320 -0.388
O -2.510 5.759 -3.512 0.027
N -0.911 4.194 -3.318 -0.157
C -0.655 2.750 -3.555 -0.022
C 0.180 5.155 -3.472 -0.052
H -2.884 3.832 -3.112 0.119
H -0.239 2.613 -4.552 0.084
H -1.576 2.121 -3.497 0.074
H 0.051 2.376 -2.840 0.063
H 1.025 4.980 -2.827 0.059
H 0.558 5.260 -4.482 0.086
H -0.147 6.155 -3.234 0.079
C -3.561 0.503 -1.682 -0.344
O -3.545 1.013 -2.787 -0.021
N -4.262 0.991 -0.635 -0.152
C -4.416 0.213 0.575 -0.065
C -4.985 2.279 -0.815 -0.014
H -2.987 -0.453 -1.498 0.128
H -5.438 -0.243 0.600 0.105
H -4.369 0.809 1.484 0.080
H -3.729 -0.584 0.667 0.034
H -6.028 2.101 -1.136 0.093
H -4.986 2.863 0.129 0.091
H -4.432 2.855 -1.548 0.062
C 3.231 -2.491 3.851 -0.363
O 3.059 -2.722 5.043 -0.019
N 4.110 -3.122 3.106 -0.170
C 4.383 -2.694 1.710 -0.025
C 4.979 -4.165 3.651 -0.039
H 2.583 -1.722 3.352 0.136
H 3.759 -1.856 1.452 0.056
H 4.175 -3.484 1.022 0.047
H 5.459 -2.412 1.584 0.101
H 6.070 -3.895 3.701 0.099
H 4.639 -4.355 4.674 0.084
H 4.964 -5.005 2.980 0.075
C -0.079 4.362 4.462 -0.309
O -0.600 5.485 4.412 -0.039
N -0.754 3.275 4.958 -0.185
C -0.094 1.940 4.761 -0.032
C -2.131 3.284 5.235 -0.077
H 0.975 4.172 4.157 0.098
H 0.938 2.055 4.582 0.023
H -0.454 1.364 3.897 0.072
H -0.202 1.352 5.723 0.105
H -2.284 2.879 6.213 0.076
H -2.474 4.327 5.204 0.098
H -2.618 2.644 4.516 0.070



166
Properties=species:S:1:pos:R:3:lowdin_charge:R:1 method="wB97M-V/def2-TZVPD" gap_ha=0.2132 lumo_ev=-2.9 total_charge=+1 e_homo_ev=-8.7
C -4.552 2.085 0.769 -0.007
C -4.868 2.691 -0.492 -0.036
C -4.076 2.410 -1.830 -0.390
O -3.218 3.243 -2.133 0.084
O -4.285 1.302 -2.671 -0.067
C -3.344 0.215 -2.367 -0.138
C -1.906 0.447 -3.053 -0.136
C -0.890 1.012 -1.965 -0.196
C 0.620 0.486 -2.155 -0.192
C 1.642 1.553 -1.508 -0.175
C 1.399 1.438 0.084 -0.124
C 2.525 2.144 0.956 -0.163
C 3.231 1.215 2.065 -0.009
C 3.751 -0.090 1.407 -0.265
F 4.018 0.085 0.006 0.048
F 2.882 -1.205 1.444 0.071
C 5.180 -0.664 1.893 -0.205
F 5.939 0.211 2.668 0.045
F 5.979 -1.104 0.824 0.053
C 2.307 1.210 3.365 -0.274
N 0.912 0.878 3.063 0.079
C -0.151 1.795 3.485 -0.342
C -0.645 2.116 4.948 0.019
O -0.783 2.363 2.577 0.082
C 0.421 -0.484 3.184 -0.343
C -0.335 -1.096 1.912 0.000
O 0.372 -1.208 4.186 0.088
N 2.757 0.479 4.553 0.117
C 2.316 0.856 5.865 -0.342
O 2.906 1.646 6.584 0.180
F 1.232 0.222 6.519 0.065
C 3.526 -0.704 4.584 -0.355
O 4.644 -0.675 5.092 0.180
F 3.157 -1.997 4.156 0.091
N 2.423 2.642 3.869 0.171
C 2.328 3.669 2.861 -0.190
N 2.638 4.903 3.277 0.130
C 3.065 5.262 4.653 -0.127
C 1.862 5.902 5.535 -0.061
C 2.258 5.702 7.056 -0.431
N 2.691 6.791 7.940 0.086
O 2.183 4.566 7.531 0.071
N 1.866 3.336 1.586 0.051
C 1.791 4.430 0.600 -0.149
O 0.751 5.347 0.996 -0.149
C -0.311 5.441 0.018 -0.222
C -1.627 4.620 0.456 -0.077
H -3.934 2.693 1.512 0.060
H -4.848 1.034 1.050 0.060
H -5.717 3.447 -0.531 0.090
H -3.278 0.164 -1.235 0.115
H -3.811 -0.739 -2.752 0.131
H -1.581 -0.522 -3.550 0.066
H -2.080 1.290 -3.801 0.127
H -0.877 2.149 -1.977 0.099
H -1.222 0.672 -0.928 0.100
H 0.846 0.313 -3.262 0.116
H 0.721 -0.518 -1.626 0.109
H 1.334 2.556 -1.927 0.101
H 2.684 1.217 -1.801 0.101
H 0.394 1.921 0.285 0.110
H 1.334 0.331 0.286 0.086
H 3.354 2.540 0.288 0.145
H 4.169 1.813 2.343 0.178
H 4.972 -1.596 2.516 0.167
H -0.993 1.152 5.457 0.092
H -1.560 2.793 4.951 0.110
H 0.164 2.564 5.598 0.075
H 0.365 -1.407 1.083 0.075
H -1.097 -0.335 1.552 0.085
H -0.916 -2.024 2.205 0.086
H 3.423 2.655 4.159 0.155
H 2.578 5.698 2.630 0.161
H 3.809 6.120 4.525 0.144
H 3.623 4.459 5.210 0.125
H 0.928 5.357 5.215 0.123
H 1.853 7.011 5.266 0.121
H 3.607 7.166 7.670 0.088
H 1.977 7.532 7.968 0.091
H 2.773 5.035 0.698 0.127
H 1.740 4.117 -0.482 0.141
H -0.648 6.534 0.021 0.126
H -0.008 5.220 -1.048 0.124
H -2.545 5.076 -0.029 0.087
H -1.494 3.525 0.219 0.053
H -1.686 4.736 1.586 0.077
C -8.736 4.578 -1.110 -0.689
O -7.824 3.894 -1.547 0.021
N -9.698 5.108 -1.906 0.151
N -8.867 4.867 0.212 0.150
H -10.456 5.672 -1.568 0.095
H -9.635 4.915 -2.892 0.109
H -8.172 4.491 0.834 0.103
H -9.608 5.426 0.590 0.095
C -3.611 -1.677 3.494 -0.669
O -2.923 -1.448 2.505 -0.016
N -4.924 -1.988 3.423 0.173
N -3.106 -1.636 4.755 0.172
H -5.495 -2.176 4.231 0.060
H -5.339 -2.028 2.507 0.111
H -2.130 -1.408 4.853 0.082
H -3.650 -1.819 5.580 0.091
C -0.745 -2.982 -4.746 -0.666
O -1.584 -2.138 -4.441 -0.010
N 0.537 -2.930 -4.304 0.170
N -1.025 -4.034 -5.546 0.164
H 1.239 -3.610 -4.543 0.069
H 0.785 -2.161 -3.706 0.081
H -1.966 -4.108 -5.894 0.108
H -0.355 -4.735 -5.807 0.073
C 5.831 4.476 -0.770 -0.677
O 4.881 4.793 -0.061 -0.005
N 7.018 5.126 -0.732 0.163
N 5.772 3.448 -1.652 0.169
H 7.807 4.883 -1.304 0.104
H 7.100 5.896 -0.089 0.111
H 4.904 2.940 -1.710 0.095
H 6.537 3.172 -2.241 0.106
C 2.674 -3.780 -7.326 -0.691
O 2.849 -3.861 -6.117 -0.004
N 2.359 -2.609 -7.940 0.153
N 2.778 -4.847 -8.152 0.161
H 2.210 -2.520 -8.928 0.094
H 2.272 -1.794 -7.357 0.104
H 3.011 -5.735 -7.733 0.077
H 2.637 -4.802 -9.144 0.096
C -6.361 -0.885 6.717 -0.687
O -6.735 -1.512 5.735 0.006
N -6.661 -1.265 7.984 0.157
N -5.613 0.243 6.622 0.166
H -6.365 -0.766 8.803 0.096
H -7.215 -2.099 8.094 0.111
H -5.370 0.555 5.696 0.108
H -5.295 0.773 7.413 0.095
C 4.425 -7.854 -9.571 -0.663
O 3.477 -7.537 -8.858 -0.015
N 5.612 -7.196 -9.539 0.156
N 4.366 -8.882 -10.445 0.169
H 6.400 -7.437 -10.111 0.097
H 5.692 -6.423 -8.898 0.103
H 3.496 -9.394 -10.497 0.080
H 5.129 -9.156 -11.036 0.105
C 0.999 -8.335 -11.343 -0.679
O 1.909 -9.031 -11.777 0.003
N 0.036 -7.810 -12.145 0.149
N 0.876 -8.029 -10.029 0.164
H -0.717 -7.238 -11.811 0.094
H 0.096 -8.016 -13.128 0.106
H 1.575 -8.399 -9.404 0.079
H 0.139 -7.461 -9.654 0.100
C -1.137 -7.643 -4.452 -0.679
O -1.092 -6.778 -5.312 0.011
N -0.395 -7.585 -3.317 0.156
N -1.933 -8.738 -4.556 0.152
H -0.417 -8.285 -2.598 0.097
H 0.207 -6.787 -3.203 0.107
H -2.499 -8.817 -5.385 0.107
H -1.985 -9.460 -3.861 0.096
C -1.635 1.168 9.201 -0.694
O -2.271 1.811 8.377 0.003
N -2.184 0.714 10.357 0.150
N -0.327 0.852 9.029 0.164
H -1.679 0.186 11.045 0.097
H -3.153 0.929 10.520 0.102
H 0.115 1.172 8.184 0.075
H 0.213 0.325 9.691 0.103



128
Properties=species:S:1:pos:R:3:lowdin_charge:R:1 method="wB97M-V/def2-TZVPD" e_above_lowest_kj_mol=0.0 gap_ha=0.3645 lumo_ev=-5.3 total_charge=+3 e_homo_ev=-15.2
C 0.388 -6.622 -9.154 -0.083
C 1.312 -5.801 -8.265 -0.248
C 0.907 -5.919 -6.821 -0.146
N 1.540 -4.999 -5.776 -0.261
C 1.003 -3.605 -5.889 -0.108
C 1.715 -2.550 -4.990 -0.136
C 3.312 -2.548 -5.196 -0.120
C 3.789 -4.067 -5.055 -0.159
C 3.095 -4.943 -6.027 -0.096
C 1.184 -5.642 -4.441 0.045
H 0.265 -7.650 -8.889 0.077
H 0.916 -6.620 -10.122 0.097
H -0.577 -6.167 -9.297 0.080
H 1.356 -4.797 -8.693 0.117
H 2.332 -6.187 -8.435 0.122
H 1.177 -6.929 -6.496 0.138
H -0.206 -5.922 -6.663 0.155
H 1.247 -3.244 -6.907 0.142
H -0.062 -3.729 -5.661 0.138
H 1.264 -1.557 -5.083 0.115
H 1.601 -2.862 -3.954 0.091
H 3.581 -2.232 -6.220 0.113
H 3.872 -1.913 -4.460 0.123
H 4.854 -4.136 -5.283 0.134
H 3.590 -4.415 -4.072 0.095
H 3.285 -4.609 -7.017 0.121
H 3.388 -5.959 -5.984 0.129
H 1.558 -5.018 -3.608 0.106
H 1.716 -6.570 -4.460 0.105
H 0.097 -5.698 -4.495 0.113
C 0.886 5.730 5.303 -0.050
C 1.009 4.850 4.006 -0.192
C 2.204 5.278 3.172 -0.159
N 2.556 4.487 1.954 -0.270
C 3.785 5.120 1.364 -0.106
C 5.044 4.961 2.228 -0.159
C 5.331 3.480 2.429 -0.162
C 4.068 2.765 2.988 -0.147
C 2.844 3.039 2.206 -0.134
C 1.445 4.597 0.964 0.012
H -0.125 5.893 5.492 0.053
H 1.393 6.657 5.138 0.066
H 1.320 5.298 6.218 0.091
H 0.147 4.898 3.324 0.111
H 1.140 3.770 4.277 0.119
H 3.092 5.308 3.807 0.123
H 2.014 6.320 2.882 0.148
H 3.651 6.213 1.259 0.148
H 3.869 4.680 0.364 0.142
H 4.947 5.512 3.177 0.122
H 5.901 5.477 1.848 0.119
H 6.172 3.488 3.122 0.116
H 5.702 2.863 1.565 0.135
H 3.945 3.082 4.009 0.119
H 4.185 1.694 2.953 0.124
H 1.940 2.608 2.635 0.116
H 2.810 2.580 1.177 0.147
H 0.602 4.081 1.404 0.071
H 1.766 4.098 0.043 0.111
H 1.177 5.628 0.719 0.125
C 0.486 -4.906 8.073 -0.071
C 0.231 -4.218 6.709 -0.210
C -1.283 -3.993 6.565 -0.114
N -1.644 -3.493 5.187 -0.267
C -3.095 -2.982 5.186 -0.096
C -3.288 -1.810 6.077 -0.197
C -2.405 -0.662 5.700 -0.158
C -0.934 -1.161 5.618 -0.151
C -0.837 -2.325 4.697 -0.149
C -1.481 -4.496 4.145 -0.008
H -0.291 -5.662 8.228 0.080
H 0.398 -4.185 8.872 0.079
H 1.447 -5.423 8.104 0.085
H 0.657 -4.820 5.883 0.109
H 0.701 -3.199 6.707 0.117
H -1.580 -3.226 7.255 0.115
H -1.825 -4.875 6.826 0.136
H -3.587 -3.878 5.518 0.138
H -3.368 -2.638 4.222 0.133
H -3.248 -2.246 7.075 0.118
H -4.340 -1.465 6.033 0.147
H -2.538 0.167 6.446 0.135
H -2.777 -0.118 4.754 0.150
H -0.600 -1.410 6.607 0.106
H -0.243 -0.428 5.184 0.130
H 0.179 -2.667 4.526 0.132
H -1.225 -2.001 3.690 0.154
H -2.203 -5.328 4.307 0.131
H -0.429 -4.969 4.159 0.138
H -1.651 -4.087 3.205 0.082
C 0.104 4.835 -3.646 -0.077
C -0.933 4.300 -2.631 -0.211
C -2.120 3.691 -3.403 -0.160
N -3.075 2.787 -2.673 -0.238
C -4.193 2.583 -3.648 -0.138
C -5.483 2.115 -3.039 -0.207
C -5.957 2.981 -1.967 -0.202
C -4.899 3.004 -0.869 -0.128
C -3.575 3.581 -1.433 -0.068
C -2.398 1.496 -2.267 0.033
H 0.732 4.053 -4.075 0.079
H 0.855 5.449 -3.164 0.074
H -0.457 5.305 -4.428 0.073
H -1.230 5.083 -1.924 0.118
H -0.456 3.508 -2.107 0.083
H -1.705 3.126 -4.261 0.144
H -2.732 4.433 -3.926 0.133
H -4.420 3.533 -4.115 0.130
H -3.809 1.940 -4.488 0.162
H -6.186 1.974 -3.868 0.135
H -5.375 1.024 -2.787 0.136
H -6.202 3.961 -2.325 0.123
H -6.917 2.642 -1.559 0.134
H -5.229 3.728 -0.117 0.125
H -4.677 2.023 -0.334 0.145
H -3.603 4.637 -1.807 0.152
H -2.745 3.507 -0.743 0.095
H -2.196 1.396 -1.193 0.064
H -1.491 1.365 -2.795 0.089
H -3.083 0.656 -2.467 0.114
C -0.020 0.197 0.631 -0.675
F 0.048 -0.878 1.407 0.132
F 1.189 0.730 0.647 0.116
F -0.299 -0.099 -0.683 0.098
S -1.108 1.416 1.375 0.423
O -2.395 0.787 1.324 -0.302
O -0.564 1.532 2.704 -0.303
O -0.940 2.554 0.481 -0.336